<P>
The following is a DFT calculation (wB97M-V/def2-TZVPD) of one molecule with the formula C4H10BN.

Values from the calculation:
* Kohn-Sham gap: 10.0 eV
* SMILES: CB1CCCN1
* highest occupied orbital energy: -9.35 eV
* lowest unoccupied orbital energy: 0.69 eV

```
! wB97M-V def2-TZVPD RIJCOSX def2/J DEFGRID3
* xyz 0 1
H -1.3718 -2.7136 -0.4839
H 1.8555 1.9366 -0.2626
C 0.9292 1.4525 -0.2481
C -0.4571 -0.1521 1.1425
H 0.1209 2.2035 -0.4475
H -1.4983 -0.0537 1.5604
H 0.1145 -0.9991 1.6011
H 1.3431 0.8707 1.8594
B -0.2087 -0.6583 -0.2900
H -1.7538 -1.3284 -1.6057
H -0.0706 1.9135 1.6150
C -0.9215 -1.8642 -1.1071
N 0.7123 0.1954 -0.8985
H 0.9955 0.1892 -1.8519
C 0.4973 1.0826 1.2570
H -0.2866 -2.0747 -1.8401
*
```

<Q>
The following is a DFT calculation (wB97M-V/def2-TZVPD) of C4H10BN as an isolated structure.

Values from the calculation:
* Kohn-Sham gap: 8.8 eV
* highest occupied orbital energy: -8.35 eV
* lowest unoccupied orbital energy: 0.50 eV

```
! wB97M-V def2-TZVPD RIJCOSX def2/J DEFGRID3
* xyz 0 1
C 0.7419 1.4368 -0.0315
H -1.9200 -1.9544 -1.5741
C -0.7131 0.9007 -0.3410
C 1.4366 0.5771 1.0998
H 0.6259 2.4830 0.3364
N 1.3185 -0.7785 0.6156
C -1.4389 -1.8537 -0.5667
H 0.7019 0.7427 1.8355
H 2.4823 0.8692 1.3166
H -1.2916 0.9439 0.5466
H -0.9170 -2.7771 -0.3098
H -2.1597 -1.6895 0.2698
B -0.5033 -0.6937 -0.3702
H -1.2279 1.3753 -1.1126
H 1.0912 -1.5016 1.3714
H 1.3620 1.3550 -0.9416
*
```

<R>
The following is a DFT calculation (wB97M-V/def2-TZVPD) of one molecule with the formula C4H10BN.

Values from the calculation:
* Kohn-Sham gap: 9.3 eV
* SMILES: C[C@@H]1BNCC1
* highest occupied orbital energy: -8.48 eV
* lowest unoccupied orbital energy: 0.77 eV

```
! wB97M-V def2-TZVPD RIJCOSX def2/J DEFGRID3
* xyz 0 1
H 0.1272 1.8866 2.0331
H 1.3481 0.4237 1.8205
H -2.3164 1.3285 -0.7307
N -1.3627 -0.7946 -1.0030
H -0.1432 -1.8634 0.1072
H -0.4510 0.1215 1.9250
H 2.0172 -0.3165 -0.3430
B -1.5947 0.5119 -0.6564
C 0.1771 0.9851 0.0912
C 0.2683 0.8626 1.5604
H -1.9118 -1.6235 -1.2615
C 0.9641 -0.0747 -0.7060
H 0.2403 -1.9877 -1.6274
H 0.4089 1.9657 -0.2588
H 1.1290 0.2226 -1.8741
C -0.0373 -1.3488 -0.7915
*
```

Stability summary: most stable <P>, least stable <Q>.

<P>
The following is a DFT calculation (wB97M-V/def2-TZVPD) of one molecule with the formula C4H5BrOS.

Values from the calculation:
* Kohn-Sham gap (alpha / beta): 7.2 / 6.7 eV
* SMILES: O=[S@@]1(Br)=C=CCC1
* highest occupied orbital energy (alpha / beta): -9.87 / -9.27 eV
* lowest unoccupied orbital energy (alpha / beta): -2.64 / -2.58 eV

```
! wB97M-V def2-TZVPD RIJCOSX def2/J DEFGRID3
* xyz 0 1
Br 3.4699 0.7272 0.3371
C -0.0560 -1.5034 -1.2514
H -1.2706 -0.0599 1.1713
H 0.3407 1.6796 -0.7213
C -1.1430 -0.9237 -0.8041
H 0.6094 1.0410 1.1248
C -1.0777 0.1896 0.1664
S 1.3368 -0.4830 -0.1883
O 1.3684 -1.3081 0.9828
H -1.7518 1.0171 -0.0530
H -2.1295 -1.3097 -0.8716
C 0.3035 0.9332 0.1073
*
```

<Q>
The following is a DFT calculation (wB97M-V/def2-TZVPD) of one molecule with the formula C4H5BrOS.

Values from the calculation:
* Kohn-Sham gap: 8.7 eV
* highest occupied orbital energy: -8.99 eV
* lowest unoccupied orbital energy: -0.26 eV

```
! wB97M-V def2-TZVPD RIJCOSX def2/J DEFGRID3
* xyz 0 1
H 0.7853 -0.0659 1.2677
O -0.6275 -1.7228 1.3046
C -0.2676 1.2400 0.1546
C 0.9292 0.3678 0.3090
C -1.4720 0.3363 -0.2931
H 1.8735 0.8283 0.2210
H -0.2083 2.3634 0.2362
S -0.8563 -1.3789 -0.1167
Br -3.1949 1.0284 -0.3691
H 0.7322 -0.4988 -1.6214
C 0.7879 -0.8018 -0.5852
H 1.5186 -1.6958 -0.5077
*
```

Stability summary: most stable <Q>, least stable <P>.

<P>
The following is a DFT calculation (wB97M-V/def2-TZVPD) of a 2-piece molecular cluster, C2H4NOP overall.

Values from the calculation:
* Kohn-Sham gap: 8.1 eV
* SMILES: C=C=N.O=P
* highest occupied orbital energy: -9.06 eV
* lowest unoccupied orbital energy: -0.99 eV

```
! wB97M-V def2-TZVPD RIJCOSX def2/J DEFGRID3
* xyz 0 1
H -3.1233 -1.6603 -0.4586
H 0.1873 0.5642 -0.0071
O 2.8858 1.8844 1.0991
C -0.4186 0.2681 -0.8628
H 1.9867 -0.2801 1.6226
H 0.1441 0.3222 -1.7375
P 1.7438 1.1389 1.5699
C -1.3383 -0.6737 -0.7610
N -2.0675 -1.5637 -0.4646
*
```

<Q>
The following is a DFT calculation (wB97M-V/def2-TZVPD) of one molecule with the formula C2H4NOP.

Values from the calculation:
* Kohn-Sham gap: 10.3 eV
* SMILES: C1=NOPC1
* highest occupied orbital energy: -9.52 eV
* lowest unoccupied orbital energy: 0.82 eV

```
! wB97M-V def2-TZVPD RIJCOSX def2/J DEFGRID3
* xyz 0 1
O -2.2903 -0.5979 -0.0456
P -1.7209 0.9821 -0.0615
H -1.5697 1.0473 1.4662
H 0.3315 0.5200 -1.3300
H 0.6696 0.4948 0.4194
N -1.3815 -1.5435 0.0633
H 0.4437 -2.0658 -0.0816
C 0.0738 0.2160 -0.4085
C -0.2134 -1.2140 -0.1650
*
```

<R>
The following is a DFT calculation (wB97M-V/def2-TZVPD) of a 2-piece molecular cluster, C2H4NOP overall.

Values from the calculation:
* Kohn-Sham gap: 9.5 eV
* highest occupied orbital energy: -10.46 eV
* lowest unoccupied orbital energy: -0.95 eV

```
! wB97M-V def2-TZVPD RIJCOSX def2/J DEFGRID3
* xyz 0 1
H 0.7197 -2.1627 1.7522
C -0.1919 0.3675 -0.4528
N -2.1982 1.4850 2.8295
H -1.0432 0.8820 -0.8897
H 0.4823 0.0272 -1.2388
C -1.6387 0.7759 2.1289
P -0.7982 -1.0323 0.5865
H 0.3504 1.0509 0.2004
O 0.6686 -1.3844 1.1944
*
```

Stability summary: most stable <R>, least stable <P>.

<P>
The following is a DFT calculation (wB97M-V/def2-TZVPD) of a 8-piece molecular cluster, H14IO7 overall.

Values from the calculation:
* Kohn-Sham gap: 8.7 eV
* highest occupied orbital energy: -5.55 eV
* lowest unoccupied orbital energy: 3.13 eV

```
! wB97M-V def2-TZVPD RIJCOSX def2/J DEFGRID3
* xyz -1 1
O 3.6060 -19.0610 28.4010
H -0.9830 -19.1040 26.1260
H -1.7310 -16.3750 27.7990
H -0.8240 -21.3800 26.6110
H 1.2050 -18.7750 26.4510
H -4.0000 -19.3290 29.1340
H -2.7420 -19.6460 28.4420
I -0.0960 -19.2630 28.5200
H 2.4560 -16.6910 29.4900
H 2.7050 -19.3100 28.2450
H -0.3790 -22.1590 25.2620
O -3.6750 -19.6080 28.2800
O -1.4170 -18.9240 25.3040
O 1.8210 -19.0000 25.7360
H -0.4410 -16.4680 28.6270
O 1.6050 -16.3140 29.2740
H -0.9380 -18.2420 24.8640
H 4.1000 -19.8890 28.2590
O -1.1310 -21.9380 25.8550
H 1.1040 -17.0850 29.4250
H 1.4140 -18.7480 24.9430
O -0.9590 -15.8930 28.0450
*
```

<Q>
The following is a DFT calculation (wB97M-V/def2-TZVPD) of a 8-piece molecular cluster, H14IO7 overall.

Values from the calculation:
* Kohn-Sham gap: 8.8 eV
* highest occupied orbital energy: -5.65 eV
* lowest unoccupied orbital energy: 3.10 eV

```
! wB97M-V def2-TZVPD RIJCOSX def2/J DEFGRID3
* xyz -1 1
H -1.0254 -0.5584 2.3847
H 1.6497 2.3715 -3.2408
H 0.7558 -3.1650 -0.3676
O 0.7581 2.3229 -3.1727
H -0.4569 -1.6932 3.4027
H -4.0951 -0.7940 0.4659
O -1.7629 0.2782 -3.4350
H 1.4303 1.7617 3.2554
O 1.0839 -2.5730 -1.0640
O -3.4229 -1.3093 0.8630
H 0.6102 2.1189 -2.2723
H -1.8603 1.0673 -3.8973
H -1.0741 0.2314 -2.6798
H -2.5195 -0.9999 0.4556
H 2.0917 -0.3659 0.4380
H 0.8035 2.3535 1.8269
O 1.4029 2.4448 2.6056
I -0.3803 0.6895 -0.1173
O 2.7143 -0.7054 1.2791
O -1.0091 -0.9384 3.2941
H 3.5019 -0.8444 0.9121
H 0.8041 -1.6929 -0.9364
*
```

Stability summary: most stable <P>, least stable <Q>.